# 1
{"formula": "C3H4N2O", "method": "wB97M-V/def2-TZVPD", "species": ["O", "N", "C", "C", "N", "C", "H", "H", "H", "H"], "xyz": [[-0.3609, 2.1229, -0.3040], [-0.2104, 0.7456, -0.1791], [1.1264, -0.2618, 0.3937], [0.5265, -1.4587, 0.1919], [-0.7779, -1.4060, -0.2496], [-1.0729, -0.1919, -0.4854], [0.0695, 2.7040, 0.3368], [1.9165, 0.2405, 0.9418], [0.8609, -2.4024, 0.2804], [-2.0778, -0.0921, -0.9264]], "forces_ev_per_angstrom": [[-0.9145, -0.3570, -1.6049], [4.8104, -1.4566, 2.7970], [-3.3382, 2.1450, -1.3192], [-1.2650, 3.3612, 0.0677], [1.5613, -1.9509, -0.2533], [-3.3627, 1.5324, -0.9135], [0.2868, -1.2434, 0.6485], [-0.1625, -0.2637, -0.4849], [1.7701, -2.8358, 0.7988], [0.6142, 1.0686, 0.2639]], "lowdin_charge": [0.005, -0.066, 0.115, -0.195, 0.030, -0.280, 0.112, 0.074, 0.062, 0.142]}

=====

# 2
{"formula": "C3H4N2O", "method": "wB97M-V/def2-TZVPD", "species": ["C", "C", "C", "H", "H", "H", "H", "N", "N", "O"], "xyz": [[-0.8591, -0.1021, 0.0381], [1.0510, -0.8205, -0.0045], [1.1769, 0.4919, -0.0049], [-2.4808, -1.0102, -0.0962], [1.8341, -1.5607, -0.1016], [2.1431, 1.2218, 0.2999], [-0.4066, 1.8824, 0.0874], [-0.1611, -1.1245, -0.0621], [-0.0611, 0.9921, -0.1716], [-2.2363, 0.0299, 0.0156]], "forces_ev_per_angstrom": [[-2.8218, 3.5518, -2.0005], [6.9582, -0.7187, -0.3120], [5.8550, 4.9278, 0.9322], [0.3616, 3.6175, 0.4092], [0.0653, 0.1126, 0.3697], [-2.9526, -2.2440, -1.3896], [0.1555, 1.0123, 0.0590], [-6.2140, -6.1545, 0.5268], [-2.1354, 0.1805, 1.7292], [0.7281, -4.2854, -0.3241]], "lowdin_charge": [-0.474, -0.246, -0.155, 0.190, 0.110, 0.174, 0.144, 0.101, 0.125, 0.031]}

=====

# 3
{"formula": "C3H4N2O", "method": "wB97M-V/def2-TZVPD", "species": ["O", "C", "C", "C", "N", "N", "H", "H", "H", "H"], "xyz": [[-1.0010, 1.4572, -1.3403], [-0.3401, 0.6300, -0.5223], [-0.3329, -0.7218, -0.4898], [0.5366, -1.0160, 0.6437], [1.1120, 0.2585, 1.0597], [0.4690, 1.1782, 0.4704], [-0.7853, 2.3636, -1.0754], [-0.8460, -1.4083, -1.1505], [0.0789, -0.8005, 1.6614], [1.1088, -1.9408, 0.7431]], "forces_ev_per_angstrom": [[-0.0693, 0.1520, 0.0228], [-0.0468, -0.2756, -0.0655], [-0.1164, 0.2021, 0.2464], [0.0005, 0.0908, 0.4216], [0.3284, 0.6115, -0.2871], [0.5415, 0.0047, -0.2978], [0.0051, -0.1066, -0.0531], [0.0655, 0.1170, 0.2555], [-0.8547, -1.2521, -0.1393], [0.1461, 0.4562, -0.1035]], "lowdin_charge": [0.078, -0.415, 0.002, -0.205, -0.006, 0.045, 0.114, 0.110, 0.155, 0.121]}

=====

# 4
{"formula": "C3H4N2O", "method": "wB97M-V/def2-TZVPD", "species": ["O", "C", "C", "N", "C", "N", "H", "H", "H", "H"], "xyz": [[-1.7968, -0.7356, 0.1609], [-0.7173, -0.0377, -0.3205], [-0.4787, 1.3488, 0.2303], [0.8610, 1.4059, 0.4851], [1.3989, 0.2022, 0.2598], [0.5579, -0.7239, -0.1593], [-2.2458, -0.1064, 0.7234], [-0.8398, 0.2097, -1.3849], [2.4504, -0.0271, 0.4125], [0.7947, -1.6655, -0.4266]], "forces_ev_per_angstrom": [[-0.1312, -0.4691, 0.0425], [0.1714, 0.4543, -0.5387], [0.5900, -0.1836, 0.3689], [-0.2269, 0.3003, 0.0075], [-0.1526, -0.3052, -0.1052], [0.2232, 0.1385, 0.1593], [-0.4601, 0.1793, 0.4051], [0.1046, -0.2246, -0.3203], [-0.0819, 0.0737, -0.0281], [-0.0365, 0.0364, 0.0089]], "lowdin_charge": [0.011, -0.480, -0.012, 0.003, -0.159, 0.115, 0.083, 0.155, 0.131, 0.154]}

=====

# 5
{"formula": "C3H4N2O", "method": "wB97M-V/def2-TZVPD", "species": ["O", "C", "C", "N", "C", "N", "H", "H", "H", "H"], "xyz": [[2.0212, -0.6861, -0.5286], [0.7820, -0.3776, -0.0240], [-0.3937, -1.2740, -0.1626], [-1.3567, -0.3337, -0.0275], [-0.8629, 0.9815, -0.0275], [0.4097, 1.0225, -0.0758], [2.5795, 0.0859, -0.3571], [0.6742, -0.6968, 1.0656], [-2.3295, -0.5632, 0.1159], [-1.5237, 1.8414, 0.0215]], "forces_ev_per_angstrom": [[0.0264, 0.1119, -0.0799], [-0.0935, -0.2098, 0.1491], [-0.2139, 0.3667, -0.1381], [-0.0472, -0.2231, -0.0978], [0.1569, 0.0592, 0.0336], [-0.3287, -0.1178, 0.1342], [-0.0492, -0.1972, -0.0769], [0.3810, 0.3110, 0.2283], [0.0875, 0.0281, -0.1545], [0.0807, -0.1289, 0.0020]], "lowdin_charge": [0.014, -0.515, 0.043, -0.006, -0.178, 0.120, 0.104, 0.169, 0.127, 0.123]}

=====

# 6
{"formula": "C3H4N2O", "method": "wB97M-V/def2-TZVPD", "species": ["O", "C", "C", "N", "N", "C", "H", "H", "H", "H"], "xyz": [[1.9973, -0.2690, -0.2908], [0.7802, 0.1969, 0.1641], [-0.0219, 1.1881, -0.4516], [-1.3027, 0.8787, -0.3318], [-1.3304, -0.2307, 0.4332], [-0.0919, -0.6574, 0.7772], [1.6404, -0.8015, -1.0201], [0.2785, 2.0889, -0.9749], [-2.1216, -0.8470, 0.3465], [0.1349, -1.5510, 1.3400]], "forces_ev_per_angstrom": [[0.3924, 0.3194, -0.0806], [-0.5422, -0.3099, -0.3462], [-0.1504, -0.0104, -0.0855], [0.0459, 0.1510, 0.3082], [-0.1897, -0.0282, 0.1877], [-0.1041, -0.1301, -0.2693], [1.0692, -0.0053, 0.1022], [-0.0308, -0.2877, -0.0358], [-0.2270, 0.3371, 0.4154], [-0.2633, -0.0359, -0.1960]], "lowdin_charge": [0.010, -0.340, -0.103, 0.026, -0.040, -0.051, 0.111, 0.111, 0.147, 0.127]}

=====

| no. | highest occupied orbital energy (eV) |
| --- | --- |
| 1 | -8.98 |
| 2 | -8.36 |
| 3 | -9.34 |
| 4 | -8.26 |
| 5 | -9.22 |
| 6 | -9.15 |